1.
The following is a quantum chemistry calculation of 2 unconnected molecules or ions with the total composition C2HNOS2 at a distorted geometry, from OMol25.

- Spin multiplicity: 1
- LUMO energy: -0.9337 eV
- Orbital gap: 0.3091 Eh

CARTESIAN COORDINATES (ANGSTROEM)
C -0.9315 1.7227 0.6499
C 0.8954 -1.1859 -0.2407
N -0.3947 0.6440 0.5718
O -1.6537 2.5995 0.5497
S 0.7893 -2.8399 -0.4460
S 0.7315 -1.3354 -1.9377
H 0.5638 0.3950 0.8529

Force components x, y, z for each atom (eV/Å):
C 0.3 -1.8 -0.5
C 1.5 -0.1 0.2
N 0.9 0.3 1.1
O -1.3 2.5 0.2
S -0.3 -0.9 -0.5
S -0.1 -0.3 -0.2
H -1.0 0.3 -0.2



2.
The following is a quantum chemistry calculation of C2HNS in the gas phase at a distorted geometry, from OMol25.

- Spin multiplicity: 1
- LUMO energy: -1.6748 eV
- Orbital gap: 0.3061 Eh
- SMILES string: N#CC=S

CARTESIAN COORDINATES (ANGSTROEM)
C 0.5178 0.2482 -0.0096
C -0.8310 -0.3036 0.1393
H 0.3593 1.2699 -0.0738
N -1.9185 -0.6543 -0.0592
S 1.8723 -0.5603 0.0033

Force components x, y, z for each atom (eV/Å):
C -1.8 -1.5 0.9
C -0.5 -0.7 -1.0
H 0.6 2.3 -0.4
N 1.0 0.3 0.6
S 0.7 -0.3 -0.1



3.
The following is a quantum chemistry calculation of a molecular structure, C2HNS2 at a distorted geometry, from OMol25.

- Spin multiplicity: 1
- LUMO energy: -1.9959 eV
- Orbital gap: 0.2826 Eh

CARTESIAN COORDINATES (ANGSTROEM)
C 0.3282 -0.0429 -0.0585
C -0.8007 -1.1100 0.1709
H 0.8003 2.2529 0.6567
N -1.7081 -1.7971 -0.3032
S -0.4213 1.3940 -0.2511
S 1.8017 -0.6969 -0.2148

Force components x, y, z for each atom (eV/Å):
C -0.4 -5.3 0.9
C -4.2 -2.6 -4.3
H -2.7 -1.8 -2.4
N 5.4 3.9 3.4
S 1.9 5.0 2.2
S 0.0 0.8 0.2



| no. | HOMO level (eV) |
| --- | --- |
| 1 | -9.34 |
| 2 | -10.00 |
| 3 | -9.69 |